[1]
Molecular formula: C5H10N2O2
Method: DFT, ωB97M-V with the def2-TZVPD basis set

Output
Highest occupied orbital energy, eV: -8.445
HOMO-LUMO gap, eV: 8.0
M, g/mol: 130.15

Atoms and positions in Å:
C 1.90 1.54 -0.31
C 0.23 -0.22 1.64
N 0.80 0.70 -0.78
C 0.22 -0.58 0.16
O 1.17 0.16 -2.02
O 0.62 -1.69 -0.23
H 1.14 -0.81 -1.84
H 2.10 2.29 -1.07
H 1.60 2.03 0.61
H 2.80 0.95 -0.15
H -0.32 -0.99 2.18
H 1.27 -0.24 1.98
H -0.20 0.75 1.85
C -2.50 -1.02 -0.21
C -1.35 -0.09 -0.40
N -1.16 0.98 -0.94
H -3.37 -0.69 -0.78
H -2.75 -1.06 0.85
H -2.19 -2.01 -0.53

Results of the natural (NBO) charge analysis, in e, for atoms 1 through 6: -0.4444 -0.6949 -0.0211 0.5283 -0.5670 -0.7068

[2]
Molecular formula: C15H18N3O7SeZr
Method: DFT, ωB97M-V with the def2-TZVPD basis set

Output
Net charge: +1
Highest occupied orbital energy, eV: -11.823
HOMO-LUMO gap, eV: 8.4
M, g/mol: 522.51

Atoms and positions in Å:
Zr -0.86 0.82 0.08
O -3.37 -0.78 -1.82
C -2.62 -1.08 -0.95
O -2.44 -0.35 0.19
C -1.66 -2.26 -1.03
C -0.90 -2.48 0.29
C -0.07 -3.75 0.25
C 1.13 -3.34 -0.64
C 0.73 -1.93 -1.05
O 0.11 -1.41 0.17
C -0.47 -1.94 -2.02
C -0.54 -0.58 -2.68
O -0.67 -0.35 -3.84
O -0.36 0.44 -1.77
H -2.21 -3.13 -1.38
H -1.48 -2.33 1.19
H -0.64 -4.58 -0.17
H 0.26 -4.04 1.25
H 1.27 -3.99 -1.50
H 2.06 -3.31 -0.07
H 1.55 -1.29 -1.35
H -0.37 -2.69 -2.80
C -3.95 4.32 1.19
O -2.62 4.68 0.69
C -1.86 3.72 0.29
O -2.18 2.51 0.32
N -0.67 4.10 -0.19
N 0.19 3.07 -0.58
H -4.42 5.27 1.42
H -3.86 3.70 2.07
H -4.50 3.80 0.41
H -0.39 5.07 -0.24
H 1.06 3.14 -0.06
H 0.38 3.12 -1.58
Se 0.52 1.15 2.27
C 2.17 0.31 1.72
C 2.89 -0.41 2.66
C 4.07 -1.01 2.26
N 4.55 -0.95 1.02
C 3.85 -0.26 0.13
C 2.66 0.39 0.43
H 2.53 -0.49 3.68
H 4.66 -1.58 2.97
H 4.27 -0.21 -0.87
H 2.14 0.92 -0.37

Results of the natural (NBO) charge analysis, in e, for atoms 1 through 6: 2.2215 -0.5099 0.7699 -0.8417 -0.3417 0.0917

[3]
Molecular formula: C2H3N2O2
Method: DFT, ωB97M-V with the def2-TZVPD basis set

Output
Net charge: +1
Highest occupied orbital energy, eV: -15.059
HOMO-LUMO gap, eV: 6.2
M, g/mol: 87.06

Atoms and positions in Å:
C 2.63 0.69 0.30
C 0.48 1.10 -0.96
N 3.47 -0.17 0.06
N 1.43 0.78 -0.41
O -1.15 -0.78 -0.20
O 4.13 -1.03 -0.21
H 2.80 1.30 1.11
H -1.41 -1.68 -0.36
H -1.54 -0.43 0.55

Results of the natural (NBO) charge analysis, in e, for atoms 1 through 6: 0.1948 0.5814 0.4272 -0.6237 -0.9544 0.1023

[4]
Molecular formula: C3H10N4
Method: DFT, ωB97M-V with the def2-TZVPD basis set

Output
Highest occupied orbital energy, eV: -8.578
SMILES: [H]/N=N/[H].C/N=C(/C)N
HOMO-LUMO gap, eV: 9.4
M, g/mol: 102.14

Atoms and positions in Å:
H 1.49 0.05 -1.30
N 2.02 -0.66 -0.79
N 2.29 -0.25 0.36
H 2.85 -0.96 0.85
C -1.18 -1.74 -0.42
N -1.10 -0.34 -0.71
C -0.59 0.53 0.06
C -0.65 1.97 -0.34
N -0.03 0.32 1.34
H -0.75 -2.30 -1.25
H -2.24 -2.01 -0.36
H -0.70 -2.09 0.50
H 0.34 2.34 -0.65
H -1.34 2.09 -1.18
H -1.01 2.57 0.49
H 0.41 1.11 1.78
H 0.19 -0.62 1.63

Results of the natural (NBO) charge analysis, in e, for atoms 1 through 6: 0.3154 -0.3101 -0.3258 0.3055 -0.4320 -0.5178

[5]
Molecular formula: C6H14N2O2
Method: DFT, ωB97M-V with the def2-TZVPD basis set

Output
Highest occupied orbital energy, eV: -8.838
SMILES: CC(C)/[N+]([O-])=N\O.C=CC
HOMO-LUMO gap, eV: 9.8
M, g/mol: 146.19

Atoms and positions in Å:
C -3.16 0.39 1.33
C -2.81 0.23 -0.11
C -3.86 -0.36 -1.08
N -1.59 -0.76 -0.13
O -1.83 -1.88 0.30
N -0.37 -0.41 -0.31
O -0.09 0.86 -0.64
H -2.45 1.09 1.89
H -4.19 0.80 1.45
H -3.24 -0.65 1.70
H -2.49 1.25 -0.65
H -3.49 -0.29 -2.07
H -4.98 0.00 -0.90
H -4.01 -1.50 -0.94
H 0.82 0.75 -0.65
C 3.29 -0.56 0.28
C 3.74 -0.41 -0.93
C 4.92 0.46 -1.26
H 3.93 -0.20 1.06
H 2.42 -1.18 0.41
H 3.25 -0.90 -1.76
H 5.98 0.02 -1.15
H 5.04 1.38 -0.56
H 4.84 0.88 -2.26

Results of the natural (NBO) charge analysis, in e, for atoms 1 through 6: -0.6475 -0.0979 -0.6396 0.2854 -0.4719 -0.0017

[6]
Molecular formula: C6H62NO25
Method: DFT, ωB97M-V with the def2-TZVPD basis set

Output
Net charge: +1
Highest occupied orbital energy, eV: -12.523
HOMO-LUMO gap, eV: 9.7
M, g/mol: 548.54

Atoms and positions in Å:
C 2.03 1.93 4.87
O 1.13 1.74 3.71
C 1.61 0.72 2.87
C 0.67 0.72 1.81
N 0.89 -0.27 0.69
H 1.80 0.09 0.42
H 0.73 -1.11 1.18
C -0.04 -0.06 -0.41
C -0.53 -1.27 -1.19
O -0.74 -0.84 -2.50
C -0.83 -1.77 -3.52
H 2.91 2.15 4.65
H 1.79 0.98 5.47
H 1.67 2.81 5.46
H 1.58 -0.27 3.45
H 2.60 0.91 2.37
H 0.50 1.67 1.35
H -0.35 0.58 2.08
H 0.83 0.29 -1.03
H -0.85 0.53 0.00
H -1.52 -1.80 -0.68
H 0.19 -2.12 -0.98
H 0.12 -2.43 -3.70
H -1.30 -1.41 -4.37
H -1.56 -2.50 -3.48
O -2.51 1.36 -3.68
H -1.98 1.96 -4.12
H -1.71 0.78 -3.38
O 2.81 -3.06 -2.36
H 1.93 -3.51 -2.21
H 2.25 -2.26 -2.75
O 3.17 -1.03 6.32
H 3.53 -1.04 7.17
H 2.85 -1.94 6.20
O 0.03 2.94 -1.60
H -0.05 2.68 -2.56
H -0.95 3.12 -1.45
O -0.84 4.15 6.73
H -1.47 4.82 7.00
H -0.14 4.56 6.47
O 3.17 0.48 -0.62
H 3.97 1.05 -0.68
H 2.92 0.64 -1.60
O 1.75 0.99 -3.78
H 1.12 0.51 -4.53
H 2.01 1.77 -4.25
O -4.30 -2.41 -1.81
H -3.74 -3.04 -1.26
H -3.99 -2.54 -2.71
O -3.06 -3.13 -6.86
H -3.51 -2.75 -7.73
H -2.52 -2.26 -6.64
O 1.42 4.51 4.72
H 1.60 4.41 3.71
H 1.50 5.47 4.92
O -0.11 -4.98 0.29
H -1.03 -4.87 0.15
H 0.04 -4.25 0.86
O 1.36 -2.82 -6.00
H 1.91 -3.55 -5.74
H 0.62 -3.17 -6.67
O -4.10 0.24 -1.16
H -4.18 -0.65 -1.37
H -4.69 0.73 -1.76
O -2.00 -0.66 -6.97
H -1.28 -0.18 -6.94
H -2.66 -0.06 -7.01
O -2.72 1.37 1.65
H -3.29 1.35 0.84
H -2.99 0.58 2.23
O 3.29 4.38 6.86
H 3.04 3.66 7.32
H 2.84 4.40 6.14
O 1.00 -5.08 -2.05
H 1.15 -5.99 -2.00
H 0.36 -5.03 -1.38
O -2.70 -4.27 -0.41
H -2.73 -5.10 -1.01
H -3.34 -4.44 0.30
O 0.77 -0.21 -5.93
H 1.59 0.18 -6.33
H 1.03 -1.12 -5.83
O -1.80 1.90 5.38
H -1.05 1.89 4.78
H -1.61 2.79 5.78
O 2.68 4.11 2.20
H 1.75 3.85 2.45
H 2.56 4.55 1.36
O -0.18 4.01 2.27
H -0.34 4.16 3.26
H -1.17 4.07 2.16
O -0.22 -2.65 1.94
H 0.36 -3.35 2.53
H -0.80 -2.26 2.68

Results of the Löwdin charge analysis, in e, for atoms 1 through 6: -0.0181 -0.1931 -0.2283 -0.1544 0.0503 0.0994